{
  "formula": "C5H5N4S2",
  "method": "wB97M-V/def2-TZVPD",
  "total_charge": 1,
  "e_tot_ha": -1208.4645,
  "relative_energy_ev": 3.386,
  "fmax_ev_per_a": 3.78,
  "orbital_gap_ev": [7.9, 4.4],
  "homo_energy_ev": [-12.43, -12.52],
  "spin_multiplicity": 3,
  "s2": 2.029,
  "species": ["C", "C", "C", "C", "C", "N", "N", "N", "N", "S", "S", "H", "H", "H", "H", "H"],
  "coordinates": [[-0.005995, -0.534481, 1.317981], [1.696441, -2.431041, -1.182619], [0.622961, -1.142131, 0.181176], [-0.945293, 1.325251, 0.161603], [0.357921, -0.765710, -1.129729], [-0.731931, 0.555166, 1.218896], [1.507709, -2.130070, 0.079419], [-1.113937, 1.059592, -1.076360], [0.984928, -1.505908, -1.999942], [-1.078533, 3.074114, 0.735503], [-1.206629, 2.859581, 2.855078], [0.023809, -0.840645, 2.293090], [2.279574, -3.151728, -1.757593], [-0.954764, 1.741609, -1.817117], [0.971121, -1.657218, -2.994896], [-2.407382, 3.543619, 3.115511]],
  "forces_ev_per_a": [[-0.3, 1.5, -3.4], [-0.4, 1.4, -0.2], [-0.8, 1.2, -0.4], [-0.1, 1.1, -1.1], [-1.9, 2.1, -1.0], [0.0, -0.8, 1.0], [2.0, -3.2, 0.1], [0.8, -0.2, 0.9], [1.2, -2.2, 1.3], [-0.5, -0.1, 1.5], [-0.7, 0.1, -1.6], [0.6, -1.5, 2.2], [0.2, -0.1, 1.1], [-0.5, 0.3, 0.4], [-0.5, 0.8, -0.1], [1.1, -0.3, -0.6]],
  "lowdin_charge": [0.04, -0.07, -0.26, -0.78, 0.04, -0.02, 0.12, 0.16, 0.12, 0.70, 0.54, 0.11, 0.14, 0.10, 0.16, -0.10]
}